No. 1
A molecular structure, C21H35N5O5PS5Tm in a non-equilibrium geometry, computed with the ωB97M-V functional and the def2-TZVPD basis.

Geometry as XYZ:
```
73
Properties=species:S:1:pos:R:3:forces:R:3
Tm 0.355119 -0.418102 -0.286339 -0.616 0.948 -0.141
C -1.957396 -1.603566 2.416972 -0.619 -0.072 -0.401
N -1.627951 -2.011242 1.048353 0.321 0.496 -0.191
C -2.877518 -2.066853 0.285259 0.018 0.261 0.158
C -0.993254 -3.335874 1.081360 -0.477 0.585 -0.292
C -0.380407 -3.687892 -0.250897 -0.210 -0.157 -0.506
N 0.861245 -2.923650 -0.531610 -0.346 -0.391 -0.386
C 1.250456 -3.262777 -1.916698 -0.258 0.466 -0.246
C 1.966195 -3.372433 0.313156 0.274 0.440 1.370
H -2.699874 -2.295773 2.835608 -0.002 -0.020 0.115
H -2.362505 -0.592483 2.429679 0.070 -0.082 -0.072
H -1.067135 -1.626524 3.000344 0.608 0.046 0.573
H -3.515010 -2.872981 0.678661 -0.145 0.196 0.045
H -2.667959 -2.283810 -0.747098 -0.044 0.027 -0.484
H -3.392252 -1.094032 0.332680 0.142 -0.488 0.046
H -1.765653 -4.064763 1.341399 0.106 -0.354 0.177
H -0.233137 -3.297663 1.857529 0.026 -0.224 0.105
H -1.099248 -3.526463 -1.096933 0.616 0.090 0.773
H -0.183692 -4.765689 -0.273967 0.236 -0.077 0.015
H 1.515848 -4.317472 -1.981323 -0.134 -0.257 -0.053
H 2.108468 -2.678706 -2.228697 0.128 0.182 0.071
H 0.417741 -3.008800 -2.576252 0.203 -0.177 -0.064
H 2.128882 -4.447574 0.241899 -0.075 -0.269 -0.210
H 1.760637 -3.152309 1.389436 0.180 -0.045 -0.771
H 2.888811 -2.843203 0.022399 -0.477 -0.199 0.089
O 4.960510 0.196786 -5.918273 -0.128 0.004 0.630
C 4.233912 0.090870 -4.958102 -0.126 -0.179 -0.569
S 4.750659 -0.177655 -3.287507 0.230 0.109 0.068
C 3.158982 -0.192433 -2.555136 -0.413 0.002 0.114
C 2.090491 -0.074735 -3.373554 0.393 -0.085 -0.031
S 0.402215 -0.023323 -2.920152 0.328 -0.156 -0.026
S 2.466126 0.101564 -5.089368 -0.060 0.063 0.171
S 3.059498 -0.368405 -0.795787 -0.012 0.022 -0.589
O -1.417691 1.027154 0.990817 0.022 -0.170 -0.118
C -2.055600 1.076192 -0.087283 -0.150 -0.012 -0.204
O -1.628206 0.495166 -1.136479 -0.339 0.041 0.578
C -3.376352 1.845081 -0.181309 0.541 -0.249 0.004
C -3.905782 2.492781 0.924453 -0.506 0.365 0.024
C -5.089523 3.236145 0.836698 1.339 -0.889 -0.596
C -5.658803 3.273695 -0.412571 -1.298 1.112 0.668
C -5.202906 2.639211 -1.527357 0.202 -0.295 -0.542
C -4.033161 1.919340 -1.400196 0.004 -0.130 -0.138
N -6.883218 4.128212 -0.548687 0.979 -0.954 -0.082
O -7.435542 4.084520 -1.619012 -0.654 0.383 -0.328
O -7.209082 4.774965 0.413788 -0.478 0.459 0.206
H -3.368693 2.442605 1.840668 0.330 -0.075 0.659
H -5.517057 3.780586 1.648797 -0.102 0.145 0.352
H -5.756429 2.727390 -2.456813 0.222 -0.045 0.149
H -3.617915 1.420702 -2.248419 0.265 -0.272 -0.365
C 2.638766 2.985924 0.641725 0.070 0.405 -0.438
P 1.171622 2.485383 -0.345308 0.006 -0.132 0.396
C 1.578990 3.222232 -1.954018 0.233 0.191 -0.749
C -0.103073 3.694909 0.173803 -0.010 0.073 0.001
H 2.833273 4.061941 0.605060 -0.258 0.035 -0.073
H 3.497463 2.514182 0.172367 0.130 -0.271 0.118
H 2.570510 2.698197 1.681702 -0.095 -0.278 0.205
H 1.742351 4.303627 -1.817274 -0.043 -0.306 -0.150
H 0.760418 3.049051 -2.663695 -0.026 0.133 0.288
H 2.456166 2.791108 -2.459608 -0.112 -0.034 0.478
H 0.217698 4.707417 -0.087494 -0.001 -0.015 0.194
H -0.327503 3.617756 1.247023 0.012 -0.018 -0.383
H -1.001331 3.480157 -0.412562 -0.033 0.061 0.196
C 5.051392 -1.633911 2.457531 -0.720 0.328 1.064
N 3.805994 -0.941598 2.157491 0.055 0.144 -0.294
C 2.693113 -0.957699 2.876996 1.214 -0.594 -0.090
N 2.680141 -1.580402 4.070534 0.221 -0.338 0.139
S 1.269558 -0.221834 2.385226 -0.934 0.590 -0.165
H 5.741003 -1.442498 1.674240 0.556 0.281 -0.693
H 4.905954 -2.705759 2.503435 -0.079 -0.338 0.145
H 5.474303 -1.259568 3.402846 -0.046 -0.214 -0.246
H 3.759175 -0.467649 1.250175 -0.011 -0.131 0.309
H 3.423560 -2.185840 4.426037 -0.488 0.544 -0.311
H 1.763613 -1.580907 4.489631 0.244 -0.236 0.305
```
Positions in Å, forces in eV/Å.

Multiplicity: 3
Kohn-Sham gap (spin up / spin down) in Eh: 0.2264 / 0.2266
Relative energy (zero: lowest compared OMol25 entry of this formula, charge and spin) in kcal/mol: 0.0
LUMO level (spin up / spin down) in eV: -0.43 / -0.44
<S²>: 2.002


No. 2
A single C5H7NO molecule, computed with the ωB97M-V functional and the def2-TZVPD basis.

Geometry as XYZ:
```
14
Properties=species:S:1:pos:R:3:forces:R:3
O -1.083231 -0.181293 2.018963 0.100 -0.007 0.099
C -0.836477 0.634964 0.879089 0.012 0.317 -0.195
C 0.687857 0.476991 1.011353 0.033 -0.337 0.393
C 0.576314 -0.766023 0.069316 0.135 -0.183 0.170
C 1.088764 -0.378617 -1.310421 0.265 -0.010 -0.030
N -0.011351 0.636366 -1.379380 -0.064 0.161 -0.127
C -0.787506 -0.185563 -0.372658 -0.272 0.005 -0.027
H -0.781999 0.316638 2.795479 -0.055 -0.093 -0.068
H -1.388307 1.582005 0.898104 0.217 -0.071 0.064
H 0.368058 1.444771 -0.859655 -0.418 -0.009 -0.506
H 0.793340 -1.715957 0.561815 -0.076 0.039 -0.186
H 2.104648 0.009199 -1.425788 -0.111 0.005 0.079
H 0.900209 -1.144325 -2.073564 0.117 0.058 0.241
H -1.630318 -0.729156 -0.812650 0.118 0.127 0.093
```
Positions in Å, forces in eV/Å.

Kohn-Sham gap in Eh: 0.3093
Relative energy (zero: lowest compared OMol25 entry of this formula, charge and spin) in kcal/mol: 149.8
LUMO level in eV: -0.26


No. 3
A molecular structure, C20H48IO5P2PbSi in a non-equilibrium geometry, computed with the ωB97M-V functional and the def2-TZVPD basis.

Geometry as XYZ:
```
78
Properties=species:S:1:pos:R:3:forces:R:3
C 0.139752 1.479757 -3.926166 0.211 -0.438 -0.534
I 2.216471 2.448264 -0.952333 -0.657 0.600 -1.670
H 1.154858 1.620686 -4.322477 -0.100 -0.241 0.429
H -0.363439 2.444637 -3.814213 -0.058 -0.652 0.652
H -0.421201 0.907897 -4.680158 0.018 -0.134 0.446
Pb 0.223309 0.073850 -2.053996 -1.224 0.137 1.168
P 1.195122 4.183954 -2.727099 -0.439 2.918 1.426
C -0.408867 4.619329 -1.976915 -0.053 -0.927 0.317
C 2.256079 5.619219 -2.370044 0.716 -0.439 0.286
H 1.879428 6.499283 -2.924632 0.070 -0.496 0.306
H 0.810762 5.576835 -4.701600 0.225 0.002 0.605
H 3.277952 5.385503 -2.708157 -0.228 0.245 0.057
H 1.664627 4.066563 -5.106262 -0.013 0.267 -0.143
H -0.442958 4.251755 -0.948566 -0.113 0.239 -0.007
H 2.293102 5.815691 -1.290254 -0.056 0.002 -0.274
C 0.862591 4.502172 -4.503007 0.500 -1.796 -0.958
H -0.533425 5.707981 -1.996885 0.190 -0.132 -0.088
H -0.068915 4.051520 -4.852484 0.082 0.057 0.220
H -1.226186 4.155342 -2.537776 0.070 0.107 0.082
P 0.726099 -2.513110 -2.786526 -0.242 -2.046 1.102
C -0.819262 -3.209526 -2.119103 -0.189 0.571 -0.158
C 0.971656 -3.198211 -4.465132 -0.011 1.337 -0.557
H 2.994482 -2.743970 -2.024374 -0.055 -0.238 0.052
H 2.087161 -4.274105 -1.825199 -0.175 0.107 -0.113
H 1.852099 -2.900724 -0.683514 -0.123 -0.059 -0.058
C 2.036757 -3.185541 -1.723076 0.357 0.895 -0.123
H 1.808011 -2.659217 -4.942492 -0.234 -0.381 0.083
H 1.197692 -4.276862 -4.433980 -0.111 0.366 0.398
H -0.778357 -4.308227 -2.167703 0.037 0.292 -0.071
H -1.666030 -2.829878 -2.712035 0.123 -0.320 0.161
H 0.067833 -3.018699 -5.069506 0.297 -0.157 0.208
H -0.951077 -2.890936 -1.073631 0.094 -0.144 -0.124
C -2.411090 1.306390 -2.248233 -2.799 0.630 0.772
O -3.460928 1.685226 -2.026871 2.460 -0.811 -0.547
C -2.766669 -3.941175 1.318426 0.167 -0.192 -0.037
C -2.393090 -2.519779 1.726390 -0.461 -0.280 0.325
C -3.262819 -1.545541 0.929756 -0.242 0.107 0.050
C -2.620492 -2.339221 3.218826 -0.048 0.141 0.231
O -0.968418 -2.330389 1.473340 0.132 1.186 -0.974
Si -0.319175 -0.810708 1.233369 0.699 -2.270 3.939
O -0.895864 -0.128505 -0.093247 1.038 1.268 -4.731
O -0.652303 0.052413 2.595318 -0.142 0.543 -1.181
C -0.954355 1.462367 2.830800 0.020 -0.084 0.196
C -1.321772 2.175198 1.538420 -0.195 0.510 -0.182
C -2.127464 1.548621 3.794048 -0.233 -0.057 0.188
C 0.258377 2.135483 3.459203 0.051 0.061 0.018
O 1.301063 -1.050389 1.066576 -0.326 0.360 -1.051
C 2.309720 -1.533067 1.994363 1.005 -0.012 0.501
C 3.672978 -1.270719 1.338156 -0.178 0.004 -0.049
C 2.248544 -0.776420 3.317632 0.080 0.017 0.218
C 2.149029 -3.027561 2.245496 -0.208 0.008 0.034
H -3.818439 -4.145574 1.569786 0.373 0.089 -0.053
H -2.137547 -4.674492 1.838951 -0.145 0.176 -0.129
H -2.652872 -4.081502 0.235631 -0.001 -0.021 0.133
H -3.110764 -0.502691 1.247602 0.014 -0.216 -0.110
H -4.323350 -1.780273 1.115099 0.381 0.074 -0.078
H -3.083551 -1.636399 -0.151878 -0.035 0.039 0.228
H -2.020914 -3.068485 3.780933 -0.258 0.144 -0.125
H -2.312960 -1.333631 3.531373 -0.171 -0.299 -0.032
H -3.687456 -2.475911 3.446198 0.347 -0.021 0.064
H -2.140264 1.668562 1.006919 0.180 0.206 0.230
H -1.640780 3.204050 1.790845 0.132 -0.441 -0.170
H -0.449689 2.235442 0.867498 -0.171 0.014 0.104
H -1.923536 0.997923 4.722937 -0.065 0.103 -0.308
H -2.296104 2.602624 4.056800 0.007 -0.309 -0.039
H -3.048197 1.169283 3.333836 0.169 -0.038 0.153
H 0.633263 1.556991 4.311106 -0.095 0.170 -0.197
H 1.056192 2.251567 2.716079 0.060 -0.066 0.139
H -0.029583 3.136337 3.809424 0.154 -0.260 -0.064
H 3.770852 -0.217445 1.038112 -0.007 -0.130 0.138
H 4.475437 -1.505246 2.048478 -0.176 0.083 -0.217
H 3.817814 -1.900458 0.452563 -0.024 0.077 0.085
H 1.297241 -0.947708 3.832210 0.141 0.165 -0.132
H 3.043014 -1.146441 3.982885 -0.205 0.086 -0.269
H 2.420353 0.299907 3.173205 -0.181 -0.290 0.032
H 1.135670 -3.235328 2.594737 0.075 -0.113 -0.085
H 2.356706 -3.598240 1.334644 -0.114 -0.048 0.126
H 2.848030 -3.366308 3.021578 -0.117 0.157 -0.261
```
Positions in Å, forces in eV/Å.

Kohn-Sham gap in Eh: 0.1644
Charge: +3
LUMO level in eV: -12.31


No. 4
3 unconnected molecules or ions with the total composition CH10N2O2, computed with the ωB97M-V functional and the def2-TZVPD basis.

Geometry as XYZ:
```
15
Properties=species:S:1:pos:R:3:forces:R:3
N 0.685360 1.314825 0.054947 0.188 -0.068 -0.404
C -0.674528 1.242385 0.568061 0.491 0.420 -0.212
N -1.308426 -0.055769 0.711120 0.530 -0.352 0.346
H 1.357351 0.874334 0.667537 0.017 0.036 0.168
H 0.793104 0.891929 -0.860217 -0.265 -0.009 0.210
H -0.622324 1.811535 1.489360 -0.340 -0.424 0.594
H -1.316378 1.842259 -0.048274 -0.206 0.245 -0.656
H -0.752245 -0.598152 1.368666 -0.376 -0.010 0.133
H -1.226371 -0.567101 -0.166296 -0.132 0.251 -0.033
H 0.621102 -2.837915 1.712705 0.153 0.112 0.039
H 1.014150 -1.365672 1.611156 0.088 -0.043 -0.073
O 1.328560 -2.217131 1.930046 -0.139 -0.124 -0.005
H 0.716030 0.297469 -2.938447 0.004 -0.083 -0.339
H -0.486204 -0.559106 -3.425385 0.197 0.105 -0.048
O -0.129181 -0.073890 -2.674979 -0.211 -0.055 0.279
```
Positions in Å, forces in eV/Å.

Kohn-Sham gap in Eh: 0.3515
Relative energy (zero: lowest compared OMol25 entry of this formula, charge and spin) in kcal/mol: 9.6
LUMO level in eV: 0.48
SMILES: NCN.O.O